1.
25
Properties=species:S:1:pos:R:3:mulliken_charge:R:1 method="wB97M-V/def2-TZVPD" orbital_gap_ev="6.1 / 5.7" total_charge=+2 multiplicity=2 relative_energy_kj_mol=697.9
N 3.022 -0.507 -0.078 -0.02
N -3.203 -0.565 0.766 -0.47
C -3.018 0.412 -1.417 -1.25
C 1.671 0.017 0.549 -0.37
C -1.149 0.494 0.200 -1.03
C 1.170 -0.816 1.708 -0.78
C -2.277 -0.381 -0.315 0.50
C 3.452 0.383 -1.154 -0.74
H 3.040 1.408 -1.146 0.32
H 3.654 -0.416 0.725 0.38
H -2.933 0.260 1.348 0.27
H -0.556 1.022 -0.593 0.45
H -3.871 -0.051 -1.745 0.39
H 0.033 -0.813 1.540 0.10
H -3.285 1.410 -1.072 0.32
H 4.523 0.421 -1.338 0.39
H 1.467 -1.823 1.872 0.42
H -2.233 0.507 -2.206 0.40
H 0.896 -0.264 -0.172 0.39
H -1.876 -1.427 -0.660 0.39
H 1.587 1.135 0.709 0.42
H 1.364 -0.193 2.636 0.35
H 3.067 -0.113 -2.000 0.37
H -2.889 -1.441 1.114 0.33
H -1.656 1.342 0.727 0.47

2.
26
Properties=species:S:1:pos:R:3:mulliken_charge:R:1 method="wB97M-V/def2-TZVPD" orbital_gap_ev=7.5 smiles="CC=C(N)N.CCNC" relative_energy_kj_mol=176.3
N -1.206 -0.660 -0.986 -0.30
N 1.781 -1.178 1.144 -0.49
N 1.827 1.195 1.094 -0.46
C -0.996 1.256 1.847 -1.18
C -0.234 0.021 1.456 -0.62
C -0.141 1.324 -2.178 -1.21
C -0.118 -0.179 -1.982 -0.40
C -1.238 -2.104 -0.843 -0.99
C 1.111 0.025 1.159 0.70
H -0.448 1.896 2.540 0.44
H 0.579 1.617 -2.951 0.36
H -0.260 -2.478 -0.526 0.27
H 0.129 1.857 -1.262 0.22
H 0.867 -0.523 -1.660 0.25
H -2.002 -2.410 -0.121 0.36
H 1.475 -1.844 1.849 0.23
H -0.332 -0.676 -2.933 0.43
H -1.625 -0.025 -0.319 0.36
H -1.948 0.978 2.313 0.29
H -1.470 -2.592 -1.794 0.30
H 1.679 1.856 1.851 0.16
H 2.790 -1.098 1.118 0.19
H -1.129 1.677 -2.489 0.32
H -0.663 -0.895 1.865 0.31
H -1.236 1.835 0.950 0.24
H 2.808 1.123 0.858 0.21

3.
26
Properties=species:S:1:pos:R:3:mulliken_charge:R:1 method="wB97M-V/def2-TZVPD" orbital_gap_ev=10.0 smiles="[H]/N=C/C.CC(N)N.C=C" relative_energy_kj_mol=172.3
N -1.769 -0.950 0.093 -0.60
N 1.065 -0.328 0.524 -0.54
N 2.410 1.335 1.655 -0.67
C -1.898 -1.150 -1.153 0.09
C 0.029 0.931 -2.061 -0.49
C -0.855 1.885 -1.823 -0.63
C -1.098 -2.206 -1.832 -1.02
C 1.109 0.711 1.564 0.34
C 0.689 0.194 2.940 -1.28
H -2.403 -0.255 0.481 0.20
H 1.652 -1.111 0.802 0.27
H 0.104 -0.717 0.455 0.13
H 0.691 1.012 3.656 0.38
H 1.381 -0.575 3.285 0.32
H 0.563 0.429 -1.130 0.44
H -2.697 -0.711 -1.763 0.36
H 0.340 0.723 -3.077 0.32
H -1.183 2.102 -0.814 0.20
H 3.106 0.663 1.970 0.26
H -0.635 -1.785 -2.728 0.27
H -0.315 -2.579 -1.178 0.27
H 0.407 1.487 1.238 0.17
H -1.325 2.475 -2.599 0.28
H -0.311 -0.231 2.892 0.32
H -1.750 -3.028 -2.138 0.36
H 2.693 1.678 0.743 0.25

4.
30
Properties=species:S:1:pos:R:3:mulliken_charge:R:1 method="wB97M-V/def2-TZVPD" orbital_gap_ev=9.1 total_charge=+1 smiles="CNS(=O)(=O)N(C)N1CC[NH2+]CC1" relative_energy_kj_mol=240.5
S 1.686 0.393 -0.785 1.04
O 1.919 -0.058 -2.109 -0.63
O 0.893 1.605 -0.495 -0.72
N -2.619 1.265 -0.310 -0.27
N -0.644 -0.939 0.083 -0.02
N 0.674 -0.892 0.189 0.12
N 3.077 0.432 -0.001 -0.17
C -1.457 -0.302 1.207 -0.69
C -1.354 -0.794 -1.214 -0.72
C -1.818 0.634 -1.479 -0.81
C 1.282 -2.186 -0.067 -0.85
C 3.118 0.602 1.357 -0.73
C -1.824 1.175 0.915 -0.56
H -0.827 -0.481 2.187 0.39
H -0.954 1.378 -1.650 0.35
H -2.921 2.241 -0.653 0.38
H 0.431 -2.851 -0.474 0.34
H -2.481 0.623 -2.268 0.54
H 2.061 -1.997 -0.784 0.31
H -2.289 -1.359 -1.186 0.33
H -3.531 0.751 -0.377 0.39
H 3.689 -0.188 1.886 0.27
H -2.407 1.599 1.716 0.40
H 3.509 1.555 1.402 0.40
H -2.432 -0.690 1.311 0.34
H 1.853 -2.529 0.839 0.29
H -0.645 -1.083 -1.956 0.50
H -0.989 1.825 0.648 0.34
H 3.848 0.372 -0.624 0.27
H 2.041 0.625 1.818 0.18

5.
25
Properties=species:S:1:pos:R:3:mulliken_charge:R:1 method="wB97M-V/def2-TZVPD" orbital_gap_ev=9.2 smiles=CCCC[C@H](C)N.O relative_energy_kj_mol=147.3
O -0.970 -2.714 2.888 -0.62
N 0.375 -0.281 1.970 -0.62
C 0.008 1.153 0.159 -0.88
C -0.014 1.229 -1.411 -0.44
C -0.383 -0.208 0.698 0.46
C 2.317 0.914 -2.359 -1.25
C 0.917 0.309 -2.193 -0.54
C -1.938 -0.365 0.711 -1.31
H 2.955 0.286 -2.997 0.33
H -2.402 -0.490 1.701 0.33
H 2.045 1.774 -2.980 0.32
H -2.507 0.469 0.205 0.34
H 0.133 -0.963 0.115 0.23
H -0.830 -3.093 3.758 0.29
H -0.759 1.874 0.721 0.31
H 2.885 0.935 -1.459 0.36
H 0.996 -0.703 -1.728 0.26
H -2.101 -1.401 0.284 0.24
H -1.941 -2.875 2.873 0.30
H 0.543 0.139 -3.143 0.46
H 0.225 2.311 -1.573 0.28
H 0.276 -1.162 2.521 0.28
H 0.134 0.482 2.670 0.23
H -1.021 1.019 -1.828 0.33
H 1.058 1.361 0.394 0.29

6.
25
Properties=species:S:1:pos:R:3:mulliken_charge:R:1 method="wB97M-V/def2-TZVPD" orbital_gap_ev=10.0 smiles=CC[C@H](C)N.CCO relative_energy_kj_mol=105.0
O -0.912 -1.236 1.895 -0.49
N 1.061 -0.655 -0.446 -0.48
C -1.770 -2.193 1.347 -0.37
C -2.221 -1.831 -0.186 -1.03
C 2.105 1.186 -1.642 -1.53
C -0.426 1.882 -0.033 -1.17
C 0.930 1.553 0.586 -0.52
C 1.781 0.603 -0.267 0.38
H -0.312 2.529 -0.900 0.38
H 0.821 -1.047 0.460 0.20
H 1.648 -1.330 -0.925 0.22
H -2.737 -2.683 -0.620 0.40
H 2.549 2.175 -1.543 0.37
H 1.494 2.474 0.756 0.39
H -1.316 -0.363 1.805 0.27
H 2.813 0.544 -2.166 0.41
H -1.059 2.398 0.687 0.34
H 0.779 1.082 1.562 0.27
H -0.918 0.967 -0.353 0.20
H 2.736 0.459 0.274 0.24
H -1.310 -1.619 -0.740 0.23
H -1.226 -3.139 1.318 0.37
H -2.857 -2.064 1.599 0.28
H -2.856 -0.946 -0.225 0.30
H 1.201 1.256 -2.241 0.34

7.
28
Properties=species:S:1:pos:R:3:mulliken_charge:R:1 method="wB97M-V/def2-TZVPD" orbital_gap_ev=8.8 smiles=Cc1cc[nH]c1C.O.O.O.O relative_energy_kj_mol=53.2
O -2.075 0.256 1.573 -0.61
O 0.431 1.844 2.277 -0.69
O 2.249 -0.346 1.952 -0.70
O -0.355 -1.876 1.812 -0.66
N 1.372 -0.879 -1.218 0.10
C -1.405 1.531 -1.573 -1.39
C 1.145 1.372 -1.172 -0.46
C -0.972 -1.714 -1.514 -1.47
C -0.006 -0.616 -1.476 0.18
C -0.147 0.759 -1.537 1.23
C 2.045 0.367 -1.046 -1.32
H 0.429 -1.273 1.981 0.37
H 2.130 0.262 2.695 0.34
H -1.676 1.870 -0.547 0.17
H -2.299 0.992 -1.920 0.35
H 1.737 -1.772 -1.150 0.17
H -2.811 0.093 0.985 0.29
H 3.061 0.398 -1.015 0.77
H -1.308 2.507 -2.068 0.37
H -1.984 -1.378 -1.707 0.28
H -1.548 -0.585 1.541 0.38
H 0.817 1.333 1.547 0.32
H -0.928 -2.368 -2.394 0.39
H -0.248 -2.756 2.133 0.26
H -0.952 -2.347 -0.653 0.27
H 1.315 2.408 -0.901 0.41
H 2.558 0.138 1.145 0.34
H -0.577 1.783 2.250 0.32

8.
25
Properties=species:S:1:pos:R:3:mulliken_charge:R:1 method="wB97M-V/def2-TZVPD" orbital_gap_ev="8.0 / 8.0" total_charge=+1 relative_energy_kj_mol=323.3
P 0.960 -0.997 -0.344 0.28
N -1.005 0.267 1.539 -0.14
C 1.175 -1.528 -2.076 -1.27
C -1.814 -0.861 1.150 -1.01
C -0.557 1.184 -1.338 -1.90
C 0.389 0.627 -0.380 0.53
C -1.470 1.574 1.968 -0.85
C 2.769 -0.813 0.028 -1.47
H 3.074 -1.657 0.423 0.48
H 2.969 -0.058 0.642 0.49
H -1.103 0.466 -1.820 0.51
H -1.947 2.204 1.102 0.24
H 3.336 -0.521 -0.818 0.41
H -1.179 -1.582 0.831 0.34
H 0.275 -1.820 -2.624 0.39
H 0.680 1.509 0.193 0.47
H 1.407 -0.736 -2.751 0.48
H -2.623 -1.176 1.817 0.35
H -0.347 -0.192 2.128 0.28
H -2.385 -0.481 0.337 0.41
H -2.440 1.322 2.670 0.28
H -1.292 1.807 -1.046 0.46
H 0.019 1.706 -1.973 0.50
H -0.833 2.137 2.487 0.40
H 1.942 -2.378 -2.147 0.34